# C14H21F2NO11

A 3-piece molecular cluster, C14H21F2NO11 overall in a non-equilibrium geometry (ωB97M-V/def2-TZVPD, the OMol25 dataset).

Positions of all 49 atoms, in Å:
C  -3.85226  2.44822  1.59977
C  -2.97622  2.28612  0.21565
O  -3.73430  2.52756  -1.02128
C  -4.22227  1.28313  -1.63500
N  -3.20456  0.56004  -2.48890
C  -2.57604  -0.62313  -1.78691
O  -3.29252  -1.53221  -1.06896
O  -1.09325  -0.77375  -1.96112
C  -0.69474  -2.18495  -1.84014
C  -0.27397  -2.43757  -0.27160
O  -0.19507  -1.11920  0.37660
C  -0.74151  -1.13327  1.74382
C  -2.25083  -1.61995  2.18095
O  0.08427  -0.67696  2.72253
H  -4.09795  1.43215  2.13852
H  -4.83821  3.07306  1.42186
H  -3.18290  3.07746  2.35865
H  -2.40906  1.26349  0.26200
H  -2.13105  3.12795  0.25842
H  -5.11110  1.59068  -2.37006
H  -4.71382  0.63922  -0.79066
H  -3.56094  0.32820  -3.44350
H  0.30646  -2.31602  -2.47673
H  -1.46229  -2.95593  -2.27115
H  -0.94093  -3.22549  0.29035
H  0.83282  -2.88259  -0.26839
H  -2.40846  -2.74785  1.84488
H  -3.10734  -0.97085  1.71571
H  -2.27483  -1.63608  3.36320
C  3.63027  -0.66249  2.58047
C  4.37695  -1.84548  2.06597
O  4.97860  -1.36707  0.88444
C  5.17043  -0.03513  1.09848
O  5.90694  0.66704  0.42589
O  4.44226  0.41718  2.16462
F  3.52872  -2.84551  1.73718
H  2.63571  -0.56191  2.13312
H  3.52552  -0.67783  3.66867
H  5.14893  -2.21983  2.74674
C  1.92504  0.64479  -1.66120
C  2.11816  2.05722  -1.22595
O  3.39545  2.38399  -1.72459
C  3.54887  1.61409  -2.83832
O  4.39813  1.80737  -3.69229
O  2.62927  0.60239  -2.88603
F  2.15197  2.14596  0.12262
H  2.36463  -0.07702  -0.96468
H  0.87062  0.39478  -1.80637
H  1.37641  2.75597  -1.62728

Results
F_max: 0.171 Eh/bohr
Total charge: 0
Structure (SMILES): CCOCNC(=O)OCCOC(C)=O.O=C1OC[C@@H](F)O1.O=C1OC[C@@H](F)O1
E_HOMO: -10.6 eV
LUMO: -0.17 eV
Kohn-Sham gap: 0.38401 Ha


# C14H21F4MoN2OS2

C14H21F4MoN2OS2 as an isolated structure in a non-equilibrium geometry (ωB97M-V/def2-TZVPD, the OMol25 dataset).

Positions of all 45 atoms, in Å:
Mo  0.22300  -0.64099  0.65364
C  -3.00210  -1.82597  0.74776
C  -2.85637  -0.56937  0.03328
N  -1.79566  0.29000  0.63802
C  -1.95160  0.63506  2.05337
C  -2.99643  1.67808  2.39227
C  -1.60220  1.44544  -0.24147
C  -0.31959  2.19360  0.17121
N  0.75144  1.23969  0.39113
C  2.04745  1.67859  0.15402
C  2.82990  1.00991  -0.77786
F  2.22482  -0.06491  -1.33993
C  4.00273  1.53122  -1.26333
F  4.70052  0.86636  -2.18318
C  4.48730  2.73943  -0.77044
C  3.70025  3.41381  0.15084
F  4.12651  4.46720  0.77588
C  2.56076  2.86566  0.72025
F  1.87575  3.61319  1.59753
H  -3.60291  -2.51756  0.21619
H  -3.65821  -1.73812  1.64189
H  -2.07032  -2.26954  1.09134
H  -3.81850  0.04287  -0.08140
H  -2.55248  -0.63893  -1.00801
H  -0.96641  0.83763  2.53463
H  -2.23591  -0.30620  2.50699
H  -2.71318  2.70558  2.25972
H  -2.99331  1.57824  3.46072
H  -4.01724  1.52253  2.02869
H  -2.49895  2.06228  -0.51640
H  -1.31655  0.91598  -1.16689
H  -0.55320  2.65315  1.15560
H  -0.02593  3.01389  -0.50256
H  5.44404  3.15102  -1.12557
S  0.90112  -1.51192  2.40093
C  0.31512  -4.63310  -1.06325
S  1.16851  -3.09771  -1.10129
C  1.37139  -2.92457  -2.88267
O  0.01902  -2.04302  -0.83651
H  -0.67801  -4.61888  -1.52139
H  0.18372  -4.95668  -0.08660
H  0.80851  -5.35162  -1.69818
H  2.38773  -3.46565  -3.22567
H  1.63075  -1.86193  -2.97204
H  0.46474  -3.11374  -3.41125

Results
F_max: 0.067 Eh/bohr
Total charge: +1
E_HOMO (alpha / beta): -10.8 / -11.5 eV
LUMO (alpha / beta): -2.98 / -3.22 eV
Kohn-Sham gap (alpha / beta): 0.28568 / 0.30576 Ha
Multiplicity: 3


# C14H21N2O2PbSbSe4

C14H21N2O2PbSbSe4 as an isolated structure (ωB97M-V/def2-TZVPD, the OMol25 dataset).

Positions of all 45 atoms, in Å:
Pb  -0.04031  -0.39071  -0.84529
C  -2.15563  0.24071  1.03722
C  -2.33353  -1.13933  0.80482
C  -1.16451  -1.81894  1.22467
C  -0.25292  -0.85204  1.72718
C  -0.87153  0.43048  1.60301
C  -0.32891  1.73010  2.11844
C  1.04776  -1.17883  2.40246
C  -0.90089  -3.29626  1.20585
C  -3.54986  -1.76945  0.19103
C  -3.14479  1.33045  0.74802
H  -0.74880  1.97500  3.10121
H  -0.56774  2.55567  1.44544
H  0.75741  1.69511  2.23537
H  0.88366  -1.63816  3.38461
H  1.64813  -0.28255  2.56804
H  1.64567  -1.87763  1.81238
H  -1.02368  -3.74479  2.19920
H  0.11693  -3.51025  0.87094
H  -1.58453  -3.81590  0.53161
H  -4.31632  -1.99985  0.94001
H  -3.30454  -2.70457  -0.31682
H  -4.00824  -1.10783  -0.54633
H  -3.79171  1.52991  1.61138
H  -3.78750  1.08118  -0.09709
H  -2.64224  2.26107  0.47960
N  1.97462  1.16539  -0.69550
C  3.23913  0.63469  -0.17388
C  3.72731  -0.56499  -0.98546
C  3.01230  -1.86968  -0.62593
O  3.66881  -2.80443  -0.17127
O  1.73803  -1.88997  -0.81308
H  2.10647  1.51509  -1.64503
H  1.64046  1.96681  -0.16737
H  3.08340  0.34067  0.86712
H  4.01409  1.40969  -0.17958
H  4.79265  -0.71003  -0.80977
H  3.58222  -0.35023  -2.04827
Se  -0.13404  3.63750  -1.30665
Sb  -1.40214  3.26111  -3.33371
Se  -0.25305  0.88218  -4.19476
Se  -1.04119  4.79266  -5.13546
Se  -3.54133  2.19625  -3.05338
N  2.66876  1.45804  -3.91617
C  1.54206  1.22666  -4.04884

Results
F_max: 0.007 Eh/bohr
Total charge: -2
E_HOMO: -2.1 eV
LUMO: 4.50 eV
Kohn-Sham gap: 0.24268 Ha


F_max of number 3 (C14H21N2O2PbSbSe4)? 0.007 Eh/bohr


Among the records above, which one has the highest F_max? C14H21F2NO11


Copy entry 2 word for word.
# C14H21F4MoN2OS2

C14H21F4MoN2OS2 as an isolated structure in a non-equilibrium geometry (ωB97M-V/def2-TZVPD, the OMol25 dataset).

Positions of all 45 atoms, in Å:
Mo  0.22300  -0.64099  0.65364
C  -3.00210  -1.82597  0.74776
C  -2.85637  -0.56937  0.03328
N  -1.79566  0.29000  0.63802
C  -1.95160  0.63506  2.05337
C  -2.99643  1.67808  2.39227
C  -1.60220  1.44544  -0.24147
C  -0.31959  2.19360  0.17121
N  0.75144  1.23969  0.39113
C  2.04745  1.67859  0.15402
C  2.82990  1.00991  -0.77786
F  2.22482  -0.06491  -1.33993
C  4.00273  1.53122  -1.26333
F  4.70052  0.86636  -2.18318
C  4.48730  2.73943  -0.77044
C  3.70025  3.41381  0.15084
F  4.12651  4.46720  0.77588
C  2.56076  2.86566  0.72025
F  1.87575  3.61319  1.59753
H  -3.60291  -2.51756  0.21619
H  -3.65821  -1.73812  1.64189
H  -2.07032  -2.26954  1.09134
H  -3.81850  0.04287  -0.08140
H  -2.55248  -0.63893  -1.00801
H  -0.96641  0.83763  2.53463
H  -2.23591  -0.30620  2.50699
H  -2.71318  2.70558  2.25972
H  -2.99331  1.57824  3.46072
H  -4.01724  1.52253  2.02869
H  -2.49895  2.06228  -0.51640
H  -1.31655  0.91598  -1.16689
H  -0.55320  2.65315  1.15560
H  -0.02593  3.01389  -0.50256
H  5.44404  3.15102  -1.12557
S  0.90112  -1.51192  2.40093
C  0.31512  -4.63310  -1.06325
S  1.16851  -3.09771  -1.10129
C  1.37139  -2.92457  -2.88267
O  0.01902  -2.04302  -0.83651
H  -0.67801  -4.61888  -1.52139
H  0.18372  -4.95668  -0.08660
H  0.80851  -5.35162  -1.69818
H  2.38773  -3.46565  -3.22567
H  1.63075  -1.86193  -2.97204
H  0.46474  -3.11374  -3.41125

Results
F_max: 0.067 Eh/bohr
Total charge: +1
E_HOMO (alpha / beta): -10.8 / -11.5 eV
LUMO (alpha / beta): -2.98 / -3.22 eV
Kohn-Sham gap (alpha / beta): 0.28568 / 0.30576 Ha
Multiplicity: 3